Record 1
Here is 4 unconnected molecules or ions with the total composition C22H52N3O8P2 from the Open Molecules 2025 dataset. Energies are from ωB97M-V/def2-TZVPD.

The geometry in XYZ format:
```
87
Properties=species:S:1:pos:R:3:forces:R:3:lowdin_charge:R:1
C 0.30033 -3.12090 3.35720 0.05 0.35 -0.93 -0.106
C 1.18471 -2.91057 2.00117 -0.67 -1.15 0.87 -0.205
C 0.16834 -2.54614 0.80877 0.33 -1.89 -0.09 -0.209
N 0.41640 -1.22509 0.13425 1.67 1.28 1.98 0.042
C 0.58237 -0.12328 1.07866 -1.05 2.97 3.14 -0.086
C -0.39760 0.46712 2.10774 0.77 -0.68 -0.94 -0.028
C -1.89662 -0.02141 2.44308 1.29 -0.63 -1.01 -0.113
C -3.02618 0.68930 1.54991 -0.18 0.96 -0.40 -0.160
C -4.15250 1.48568 2.37297 -0.78 0.37 -0.45 -0.392
C -3.75127 3.04412 2.65725 -1.02 -0.10 0.09 -0.097
C -4.66478 0.75674 3.70749 0.57 1.30 0.31 -0.101
N 0.20292 1.58577 2.85799 2.18 -3.43 -4.84 -0.039
C -0.46429 2.35366 3.95016 -0.17 0.06 1.64 -0.014
C 1.51836 1.70476 2.28672 -1.59 -0.20 0.50 -0.348
P 2.80654 2.98552 2.77634 1.04 -0.97 -0.86 0.901
P 1.89630 4.93523 3.12882 -3.42 3.82 -0.05 0.440
O 0.70078 5.13687 2.18327 2.82 -0.92 2.44 -0.374
O 1.37150 5.08085 4.77047 1.74 -0.88 -2.39 -0.229
O 3.00565 6.22931 2.90083 -2.08 -2.36 0.52 -0.216
N 1.77790 0.72340 1.23932 -2.77 0.64 2.06 0.032
C 3.07168 0.64475 0.47025 0.68 0.60 -1.21 -0.153
O 4.03805 -0.24907 1.06927 -2.41 -0.05 -1.98 -0.136
O 4.62757 0.43580 2.08875 0.70 0.99 2.44 -0.059
H -0.57297 -2.38794 3.30866 1.15 -0.95 0.32 0.042
H -0.14517 -4.17916 3.29493 0.73 1.64 0.47 0.093
H 0.88662 -2.92263 4.31335 -0.78 -0.58 -1.27 0.076
H 1.66349 -3.94645 1.80700 -0.65 1.81 0.05 0.115
H 2.05196 -2.18206 2.13881 -1.32 -0.70 -0.29 0.093
H 0.32540 -3.35399 -0.00485 -0.41 1.52 1.12 0.128
H -0.92406 -2.67416 1.14333 1.69 0.50 -0.59 0.110
H 1.35326 -1.33551 -0.31093 -1.05 0.25 0.11 0.125
H -1.91368 -1.14243 2.15957 0.05 1.83 0.78 0.100
H -2.02104 0.09168 3.56943 -0.09 -0.27 -1.59 0.101
H -2.50089 1.46192 0.86848 -0.84 -1.21 1.00 0.114
H -3.56188 -0.03127 0.82050 1.12 0.80 1.44 0.122
H -5.07231 1.55285 1.67240 1.56 -0.25 1.00 0.132
H -3.64376 3.26116 3.78705 0.15 -0.37 -1.78 0.078
H -2.84477 3.38153 2.04761 -1.13 -0.50 1.04 0.073
H -4.63946 3.70422 2.31781 1.49 -1.03 0.55 0.088
H -5.52316 1.39604 4.14751 1.26 -1.23 -0.76 0.096
H -3.80877 0.84396 4.48414 -1.42 -0.47 -1.05 0.069
H -4.99400 -0.32512 3.57039 0.50 1.49 0.12 0.089
H -0.00896 1.98458 4.94808 -0.60 0.75 -1.60 0.128
H -0.34762 3.48274 3.85401 0.03 -1.67 -0.18 0.079
H -1.58994 2.13299 4.03588 1.89 0.14 -0.69 0.086
H 3.30166 2.54783 4.05710 -0.69 0.25 -0.43 -0.048
H 1.98659 4.58185 5.35444 -0.49 0.56 -0.31 0.065
H 2.43151 7.00139 2.64792 0.57 -0.89 0.19 0.095
H 3.52183 1.70109 0.39603 -0.82 -1.67 0.35 0.122
H 2.89721 0.31466 -0.62269 0.00 0.28 2.05 0.158
H 4.14365 0.18230 2.91313 0.40 -0.13 -0.81 0.113
C -2.15835 -1.33626 -2.60999 0.19 0.26 0.13 -0.061
C -1.93848 -2.76275 -2.13135 -0.71 0.05 -0.57 -0.503
C -2.30435 -3.77001 -3.20925 0.11 -0.10 0.00 -0.056
O -2.73320 -2.99986 -0.96989 0.17 0.07 0.54 -0.071
H -3.21026 -1.16671 -2.86170 0.06 -0.13 -0.10 0.084
H -1.90272 -0.62278 -1.82094 0.07 -0.07 -0.03 0.059
H -1.54912 -1.11707 -3.49079 -0.08 0.00 0.03 0.081
H -0.89227 -2.89579 -1.84249 -0.15 -0.02 0.15 0.111
H -3.36179 -3.68409 -3.48127 0.03 0.15 0.04 0.087
H -2.15302 -4.79078 -2.84829 0.08 0.10 -0.06 0.088
H -1.70077 -3.62427 -4.10611 -0.09 -0.09 0.14 0.057
H -3.66107 -2.88442 -1.21481 0.19 -0.08 -0.03 0.090
C 1.25038 4.53986 -0.99382 0.09 -0.10 0.29 -0.054
C 2.24584 3.60980 -1.66791 -0.59 0.50 -0.50 -0.490
C 2.39615 3.93615 -3.14505 0.32 -0.13 -0.14 -0.055
O 1.80591 2.25754 -1.52249 0.03 -0.42 0.20 -0.087
H 0.25750 4.44168 -1.44479 0.10 0.04 -0.12 0.090
H 1.14293 4.28758 0.06422 0.03 0.13 -0.12 0.036
H 1.56793 5.58233 -1.07347 -0.07 -0.07 0.02 0.092
H 3.21848 3.69073 -1.17278 -0.05 -0.22 0.01 0.135
H 1.44289 3.81726 -3.67000 -0.02 0.11 0.13 0.086
H 3.10574 3.25262 -3.61931 0.00 0.10 0.06 0.083
H 2.74813 4.96049 -3.28893 -0.06 -0.08 -0.01 0.087
H 0.94604 2.17614 -1.95750 0.16 0.08 0.04 0.099
C 1.78643 -3.62209 -5.88341 0.09 0.21 0.19 -0.065
C 1.12476 -4.88288 -5.34894 0.06 0.04 -0.75 -0.496
C 1.52080 -6.10379 -6.16394 0.04 -0.28 0.15 -0.062
O -0.29306 -4.72682 -5.38625 -0.03 -0.01 0.13 -0.077
H 1.48050 -3.42852 -6.91648 0.07 -0.14 0.01 0.084
H 1.48408 -2.75080 -5.29550 0.05 -0.08 0.01 0.073
H 2.87592 -3.70426 -5.85199 -0.07 0.03 -0.05 0.081
H 1.40802 -5.03148 -4.30295 -0.24 0.02 -0.02 0.138
H 1.20564 -5.99611 -7.20675 0.09 0.12 0.04 0.084
H 1.02940 -7.00001 -5.77603 0.08 0.09 0.03 0.082
H 2.60229 -6.26020 -6.14082 -0.08 -0.01 -0.05 0.082
H -0.55415 -4.59483 -6.30797 0.09 -0.07 0.14 0.098
```
Positions in Å, forces in eV/Å.

total charge: +1
strongest force on any atom: 0.1230 Eh/bohr
HOMO energy: -11.664 eV
spin multiplicity: 1
gap between HOMO and LUMO: 8.01 eV
total energy: -63073.6506 eV
E_LUMO: -0.1343 hartree

Record 2
Here is 3 unconnected molecules or ions with the total composition C22H52N4O2P from the Open Molecules 2025 dataset. Energies are from ωB97M-V/def2-TZVPD.

The geometry in XYZ format:
```
81
Properties=species:S:1:pos:R:3:forces:R:3:lowdin_charge:R:1
C -0.46623 -2.06138 3.23480 -1.48 1.97 -2.03 -0.002
C -1.35751 -1.36675 2.24827 2.07 -1.56 1.57 -0.166
C -2.25131 -0.02749 2.55446 2.04 -0.48 1.09 -0.177
C -2.09865 1.18185 1.45981 -3.98 -1.28 0.62 -0.252
N -0.71199 1.36895 0.88852 0.13 0.24 -0.62 0.085
C 0.28830 2.02072 1.81922 2.84 2.51 0.71 -0.281
N 0.73242 1.17162 2.98584 1.06 0.03 -2.04 -0.062
C 1.53418 1.93422 4.01358 0.43 -0.51 1.83 -0.243
C 0.56838 2.10764 5.34024 -0.79 -0.42 -0.39 -0.101
C -0.30101 3.49948 2.20675 -0.72 0.57 -0.17 -0.114
C -1.74394 3.46606 2.98301 0.20 1.05 -1.12 -0.185
C -2.76457 2.56101 2.07514 1.59 1.69 -0.06 -0.384
P -4.34278 2.27875 3.12242 -2.06 -0.09 1.21 0.936
O -4.93309 3.90985 3.47229 0.85 -2.56 0.91 -0.336
O -3.91165 1.66541 4.73307 -0.04 -0.50 -2.60 -0.358
H -0.43316 -3.23726 3.39098 0.44 2.68 -1.27 0.087
H 0.30015 -1.41049 3.85527 -2.54 -1.31 -0.42 0.061
H -1.38718 -1.82594 1.16176 -1.02 0.32 2.50 0.093
H -3.37327 -0.40781 2.70261 2.38 1.03 -0.89 0.130
H -1.91933 0.38438 3.62440 -0.58 -0.90 -2.39 0.108
H -2.79487 0.88060 0.53755 1.69 0.65 1.86 0.179
H -0.81984 2.03452 0.06438 0.29 -0.89 1.15 0.177
H -0.29664 0.48846 0.45948 -0.84 0.91 0.92 0.187
H 1.26548 2.21674 1.16125 -2.22 -0.26 0.91 0.175
H 1.42732 0.48224 2.56735 -1.39 0.98 0.63 0.125
H 2.02468 2.92611 3.63519 -1.02 -1.82 0.65 0.118
H 2.42162 1.21214 4.35253 -1.90 1.66 -0.92 0.137
H 0.35363 3.22190 5.62746 0.73 -2.17 -0.30 0.084
H -0.49287 1.63482 5.06548 2.38 1.00 0.58 0.066
H 0.98280 1.44719 6.22241 -0.77 1.73 -1.64 0.090
H -0.49752 4.05866 1.17028 0.48 -1.19 2.11 0.139
H 0.44143 4.19259 2.79785 -1.22 -1.77 -1.25 0.129
H -1.69725 3.18441 4.11734 0.00 0.15 -2.37 0.101
H -2.16702 4.58163 2.94333 0.90 -2.48 0.15 0.140
H -3.11153 3.19676 1.12676 0.61 -1.14 2.13 0.143
H -5.61375 3.84207 4.22283 1.41 -0.07 -1.57 0.086
H -4.04852 0.66254 4.63087 0.14 2.17 0.36 0.058
C 4.15586 3.00534 -5.38386 0.08 0.07 0.06 -0.086
C 3.00256 2.35255 -4.62672 0.25 -0.01 -0.03 -0.268
N 3.36192 1.91216 -3.27761 -0.26 -0.40 0.43 -0.187
C 2.37070 1.01721 -2.67328 0.42 -0.11 -0.34 -0.247
C 0.98039 1.58444 -2.40170 -0.38 -0.03 0.16 -0.100
C 3.90772 2.93378 -2.38169 0.35 0.02 -0.31 -0.246
C 3.06100 4.17576 -2.12358 -0.01 0.28 0.17 -0.087
H 5.03703 2.35452 -5.40047 -0.16 0.09 0.07 0.084
H 3.86063 3.19436 -6.42174 0.00 -0.02 0.19 0.078
H 4.44044 3.96652 -4.94535 0.01 -0.10 -0.06 0.067
H 2.69198 1.48007 -5.21478 -0.04 -0.03 0.33 0.120
H 2.14997 3.04120 -4.61524 -0.12 0.10 -0.09 0.098
H 2.77105 0.60207 -1.73965 0.14 0.19 -0.09 0.109
H 2.25329 0.14816 -3.33441 0.06 0.20 -0.04 0.115
H 0.98296 2.26450 -1.54784 0.05 0.22 -0.04 0.028
H 0.29354 0.76689 -2.15439 -0.02 -0.08 -0.11 0.060
H 0.56651 2.10561 -3.26862 0.03 -0.01 0.13 0.078
H 4.87296 3.26245 -2.78752 -0.18 -0.10 -0.07 0.108
H 4.16627 2.47673 -1.41853 -0.15 -0.19 -0.19 0.113
H 2.65640 4.60741 -3.04263 0.02 -0.07 0.06 0.072
H 3.67924 4.94630 -1.64940 -0.08 -0.09 -0.07 0.078
H 2.23512 3.96891 -1.44106 -0.08 0.06 -0.08 0.041
C 1.01707 -3.86526 -0.97140 0.00 0.09 -0.04 -0.096
C 0.28838 -5.18467 -1.21147 -0.15 0.18 0.08 -0.265
N -1.13700 -5.13551 -0.88125 -0.26 -0.07 0.26 -0.193
C -1.76433 -6.45830 -0.80830 0.15 -0.11 0.24 -0.252
C -1.82106 -7.28421 -2.09014 -0.18 -0.20 -0.15 -0.089
C -1.92846 -4.10667 -1.55901 0.25 0.09 0.16 -0.259
C -1.92876 -4.10276 -3.08415 -0.18 0.11 -0.29 -0.086
H 0.85892 -3.50627 0.05155 -0.05 -0.07 -0.08 0.064
H 2.09441 -4.00322 -1.11415 -0.17 0.00 -0.01 0.076
H 0.69265 -3.08663 -1.66829 0.02 -0.03 0.04 0.056
H 0.77508 -5.93479 -0.57589 -0.33 -0.04 -0.07 0.121
H 0.45418 -5.49870 -2.24837 0.13 -0.02 -0.09 0.101
H -2.78055 -6.36156 -0.40552 0.14 0.23 -0.09 0.113
H -1.22340 -7.04722 -0.05551 0.08 0.21 -0.07 0.110
H -2.56758 -6.89661 -2.78588 0.13 -0.04 -0.02 0.057
H -2.11445 -8.31263 -1.85014 0.05 0.14 -0.02 0.076
H -0.85446 -7.33209 -2.59793 -0.08 0.03 0.03 0.070
H -1.57367 -3.12515 -1.21966 0.13 -0.06 0.02 0.080
H -2.96626 -4.15055 -1.20619 0.19 -0.26 0.07 0.115
H -0.92419 -4.19366 -3.50518 -0.06 -0.03 0.06 0.070
H -2.34658 -3.15662 -3.44615 0.04 -0.09 0.02 0.073
H -2.55236 -4.90011 -3.49164 0.16 0.04 -0.01 0.059
```
Positions in Å, forces in eV/Å.

total charge: +1
strongest force on any atom: 0.0822 Eh/bohr
HOMO energy: -10.063 eV
spin multiplicity: 1
gap between HOMO and LUMO: 7.08 eV
total energy: -42988.6945 eV
E_LUMO: -0.1097 hartree